(1)
Entry from the OMol25 dataset: a molecular structure, C36H36AsI2N4O3STl (ωB97M-V/def2-TZVPD).

Structure (ORCA input):
```
! RIJCOSX wB97M-V def2-TZVPD def2/J DEFGRID3
* xyz -2 1
Tl 0.7635 -0.5278 1.4610
I -1.2550 -2.3691 6.7905
I -5.6005 -5.1535 3.7592
As -1.9004 1.8409 2.9576
S 2.0784 3.8110 0.4317
O 2.7397 -2.2046 1.5044
O -0.3447 -1.7834 3.8292
O -0.2636 0.8107 -0.8734
N 1.0323 -1.6766 -0.9470
N -1.4554 -2.3863 1.3840
N 0.6428 3.4663 0.8997
N 0.2296 -1.1877 -1.9920
C -2.7220 1.9533 -4.0393
C 3.8385 0.2208 -0.3981
C 5.1263 1.3079 1.3250
C -1.3901 -2.4555 3.7892
C -3.7678 -3.9060 1.2085
C -1.8171 0.1703 -5.3633
C 4.2560 2.3926 1.2920
C -2.0881 -2.9221 4.9453
C -1.9875 -2.6610 0.2150
C -2.8424 3.1897 4.0642
C 3.1658 4.8973 -1.8744
C 1.2527 3.8149 -3.5669
C -2.5888 2.4621 1.2269
C 4.9181 0.2304 0.4767
C -3.1541 -3.4317 0.0843
C 1.4606 -2.8852 -1.1992
C 2.9629 1.2935 -0.4265
C 2.9592 -3.2402 0.8355
C -3.2360 -3.6165 2.4842
C -3.2484 -3.6821 4.9150
C 0.9955 -3.5964 -2.4557
C -3.2632 0.4441 3.2052
C -2.0399 -2.8413 2.5162
C 2.2621 4.6192 -4.0821
C -3.8088 -4.0311 3.7099
C 3.2204 5.1613 -3.2363
C -1.0628 -0.2542 -4.2802
C -2.6504 1.2804 -5.2500
C 3.9627 -4.2184 1.4478
C 3.1840 2.3789 0.4121
C -0.3064 -0.0037 -1.8543
C 1.1848 3.5606 -2.2019
C 2.1523 4.0951 -1.3692
C 2.3842 -3.6127 -0.3852
C -1.9586 1.5294 -2.9569
C -1.1177 0.4246 -3.0603
H 3.9133 5.3052 -1.2016
H -3.3762 2.8118 -3.9396
H 3.6450 -0.6391 -1.0268
H -3.7081 -3.9972 5.8412
H -0.0905 -3.7082 -2.4362
H -3.5508 -3.6437 -0.9009
H 2.1041 1.2727 -1.0847
H -1.4807 -2.2641 -0.6610
H 3.5280 -4.6427 2.3567
H -4.2730 0.8587 3.1459
H -1.7587 -0.3631 -6.3055
H 1.4611 -4.5782 -2.5381
H -3.1320 -0.0508 4.1685
H -0.4194 -1.1222 -4.3426
H 1.2302 -3.0002 -3.3383
H -2.9374 2.8130 5.0835
H 0.4017 2.9310 -1.7902
H 0.2789 2.6036 0.4838
H 4.0100 5.7859 -3.6385
H -2.0096 2.0440 -2.0064
H -2.1735 1.8180 0.4483
H 4.3922 3.2377 1.9582
H -3.2341 1.6145 -6.1004
H -2.2544 4.1085 4.0853
H 2.6632 -4.5873 -0.7642
H -4.6710 -4.4987 1.1367
H -3.6802 2.4200 1.1987
H 5.5818 -0.6250 0.5166
H -3.8366 3.4066 3.6664
H 2.3006 4.8267 -5.1453
H 5.9532 1.2985 2.0246
H -2.2520 3.4837 1.0447
H 4.8613 -3.6689 1.7378
H 0.5163 3.3734 -4.2257
H -3.1387 -0.3027 2.4216
H 4.2337 -5.0297 0.7694
*
```

Output
E_HOMO	-1.384	eV
orbital gap	4.94	eV
energy relative to the best compared isomer or geometry (same formula, charge and spin)	6.0	kcal per mole
maximum force	0.42	eV/A

Mulliken atomic charge list, values in e, 8 entries:
1 Tl 0.905
2 I -0.050
3 I -0.079
4 As 0.393
5 S -0.165
6 O -0.679
7 O -0.718
8 O -0.882

***

(2)
Entry from the OMol25 dataset: 11 unconnected molecules or ions with the total composition C39H70O17 in a non-equilibrium geometry (ωB97M-V/def2-TZVPD).

Structure (ORCA input):
```
! RIJCOSX wB97M-V def2-TZVPD def2/J DEFGRID3
* xyz 0 1
O 0.3329 0.9712 -1.3773
O -1.9573 2.8505 -4.6843
O -0.3374 -3.6284 -2.3167
O -6.2975 2.5277 1.5732
O -2.6709 3.1229 2.3023
O 0.1532 3.1129 -4.1863
O 4.3945 -2.1359 2.6091
O 3.1962 2.4533 2.4723
O 5.0359 0.5442 -3.8027
O 3.8416 1.9375 -2.5885
O 1.4831 1.6682 3.6927
O 4.0805 -3.7275 -0.8564
O -5.9016 3.0678 -0.4817
O -2.7332 1.0771 1.4441
O -2.2189 -1.7551 4.4478
O -5.9493 -3.0906 1.5548
O -1.3081 -2.8286 -4.1207
C 4.8119 -3.2100 2.2284
C -0.0500 -2.7159 -6.1156
C 1.4634 2.3984 -4.2417
C -1.3122 -3.1892 -2.8410
C 5.3658 0.5908 -1.3823
C -0.8658 0.1303 4.9606
C 1.1712 1.2882 -5.2831
C -1.1205 -1.2463 4.4570
C -0.1700 3.0645 -0.2390
C 0.0581 -2.8233 -4.6605
C 4.8109 1.7062 -0.4303
C 2.2428 1.5559 2.7584
C -2.6541 -3.2816 -2.1265
C -0.4945 1.8223 -1.1615
C -6.2260 0.7886 -0.1695
C -5.8049 2.4496 -1.7631
C -6.1746 2.1757 0.4436
C 3.9988 -4.4416 2.3685
C 6.2056 -3.3495 1.5994
C -0.8404 2.4152 -4.7121
C -3.0771 1.8687 2.2662
C -4.0169 1.6052 3.4863
C -2.0380 1.6287 -1.5318
C 2.7495 -1.8428 -1.2731
C 3.5504 2.1467 -1.1958
C -3.7422 -2.4767 1.7262
C 2.1669 0.4904 1.6323
C 4.2563 -3.0352 -3.1601
C -4.9897 -3.4920 3.7538
C 4.7429 0.9560 -2.7148
C -0.3416 1.0798 -5.1778
C -3.1693 3.7420 3.5617
C 3.4553 3.5528 3.2908
C -5.0245 -3.0135 2.3278
C 0.0850 -1.9791 3.9548
C -4.4889 2.9855 3.8854
C 3.7397 -2.9074 -1.7022
C -6.4404 1.1544 -1.6749
C 4.9230 3.7839 3.4834
H -3.5073 -1.5482 2.2837
H -3.2696 4.7847 3.3577
H 3.4120 -3.3252 -3.8688
H -0.6583 0.4278 -4.3564
H -2.4105 -2.9938 -1.0551
H 2.0208 3.2254 -4.6668
H -3.4198 1.0395 4.2760
H 2.6283 1.6345 -0.9399
H -2.1445 1.6685 -2.6418
H 0.0159 0.1954 5.6116
H 4.4817 -5.4231 2.1673
H 2.9181 4.3554 2.7842
H -0.7730 0.8090 4.0962
H -0.8701 0.8158 -6.0823
H -4.0131 -2.2353 0.7134
H 3.0905 -0.9246 -1.7766
H -4.2909 -4.3082 3.7126
H -4.6670 -2.7342 4.4465
H 4.5441 1.4439 0.5818
H -6.0947 3.1937 -2.4920
H 6.3285 -2.9422 0.5997
H -0.6738 -1.7976 -6.3000
H 3.5537 -4.5118 3.3637
H -0.6456 3.9416 -0.5923
H -2.4563 0.7340 -1.0828
H -2.9357 -3.2038 1.8226
H 5.0191 -0.3770 -1.0586
H -4.7401 2.3566 -1.9720
H 3.0962 -4.3625 1.8061
H 4.6091 -2.0221 -3.4855
H -5.3281 3.2309 3.1763
H -7.4988 1.1835 -1.8700
H 3.3786 3.2726 -1.1587
H -4.7673 0.8877 3.2597
H -4.7613 3.1291 4.9428
H -2.3466 3.6140 4.3697
H -2.5541 2.4758 -1.1672
H -3.4271 -2.6965 -2.6019
H 6.4892 0.5731 -1.5675
H 6.4989 -4.3761 1.6636
H 0.5990 -3.6339 -4.2557
H 2.6728 -1.8149 -0.1995
H 2.3113 1.0858 0.7494
H 1.7383 0.3852 -5.0397
H 1.6700 2.0624 -3.2584
H 4.9822 -3.8417 -3.2328
H -6.9622 0.1448 0.3692
H 0.6020 -2.4273 4.8506
H 3.0260 3.3680 4.3255
H -2.9172 -4.3121 -2.1802
H -1.8493 0.5220 5.4693
H 0.9234 -1.5037 3.4753
H 5.4160 3.9370 2.5533
H 6.7988 -2.6550 2.2305
H 2.9829 -0.2519 1.8128
H 0.9039 -2.6880 -6.5862
H -0.6772 2.8481 0.7104
H 5.3410 2.8803 3.9876
H -5.9398 0.4014 -2.2977
H 0.8693 3.2343 -0.0885
H 0.6414 -1.9981 -4.3048
H -5.2306 0.3096 0.0241
H -6.0028 -3.9015 3.9227
H 5.5381 2.4998 -0.3068
H 1.8214 -2.1055 -1.6911
H -0.4934 -3.6276 -6.6256
H -0.2533 -2.7930 3.3968
H 5.0384 4.5923 4.2638
H 1.3028 -0.1137 1.5691
H 1.4161 1.6435 -6.2513
*
```

Output
E_HOMO	-9.141	eV
SMILES	CCOC(C)=O.CCOC(C)=O.O=C1CCCO1.O=C1CCCO1.O=C1CCCO1.O=C1CCCO1.CC(C)=O.CC(C)=O.CC(C)=O.CC(C)=O.CC(C)=O
orbital gap	9.67	eV
maximum force	3.44	eV/A

Mulliken atomic charge list, values in e, 8 entries:
1 O -0.301
2 O -0.633
3 O -0.579
4 O -0.666
5 O -0.424
6 O -0.402
7 O -0.595
8 O -0.049

***

(3)
Entry from the OMol25 dataset: a molecular structure, H2KO in a non-equilibrium geometry (ωB97M-V/def2-TZVPD).

Structure (ORCA input):
```
! RIJCOSX wB97M-V def2-TZVPD def2/J DEFGRID3
* xyz 1 1
K -0.7525 2.6822 0.9462
O -0.1016 -0.7032 -0.2997
H 0.5846 -0.6428 -1.0023
H 0.2696 -1.3363 0.3558
*
```

Output
E_HOMO	-15.477	eV
orbital gap	11.03	eV
energy relative to the best compared isomer or geometry (same formula, charge and spin)	7.6	kcal per mole
maximum force	1.09	eV/A

The computed Mulliken charges, all in e, follow:
1 K 0.981
2 O -0.666
3 H 0.343
4 H 0.342

***

(4)
Entry from the OMol25 dataset: 10 unconnected molecules or ions with the total composition C28H78N2O12 in a non-equilibrium geometry (ωB97M-V/def2-TZVPD).

Structure (ORCA input):
```
! RIJCOSX wB97M-V def2-TZVPD def2/J DEFGRID3
* xyz 0 1
O 2.4425 0.6989 4.6473
O -6.9997 1.5865 1.3190
O 1.8080 3.5744 -2.9263
O -1.3322 -2.7073 3.3179
O 1.7556 1.4087 -6.0154
O 3.2261 -0.3004 -1.1877
O -1.0865 3.0657 -1.9466
O 1.0597 -3.1759 6.8474
O 1.2518 3.6592 4.7902
O -4.1198 -0.4585 -2.5973
O 0.9379 -2.7201 -4.6682
O 0.3960 -0.0374 -1.0303
N -0.5508 -0.4965 -5.5421
N -0.0660 -1.1739 5.2392
C -1.4154 2.4684 -4.2708
C -1.4252 0.4746 0.3837
C -1.3238 -0.7984 4.6967
C 2.0710 2.7611 -6.0073
C 1.9328 -3.6962 -4.8058
C 2.6746 2.5815 -2.3324
C 0.1630 -0.5162 -4.2797
C 4.0304 3.1305 -2.1679
C 0.0525 0.6526 0.1738
C 0.0275 -1.0792 6.6985
C 2.2166 -3.9189 7.0207
C -5.3853 -2.1578 -1.4027
C 3.8814 1.1878 2.7501
C -1.0683 -3.2178 1.9798
C -0.0978 3.2398 4.8391
C 0.1783 -0.2902 -6.7614
C 2.8302 0.2792 3.3418
C -4.9209 0.3838 1.2469
C 2.9563 -2.7545 -0.5846
C 1.2256 -1.8078 7.2076
C -4.0015 -1.6721 -1.8678
C 3.5239 -1.3476 -0.1958
C 0.6723 1.1456 -6.8354
C -1.7360 2.1655 -2.8405
C 1.3448 -1.4920 -4.1478
C -1.4762 -1.2820 3.2843
C -0.6199 2.7080 3.5423
C -6.3579 0.4199 1.8895
H -4.5751 1.3937 1.4058
H 1.8733 -2.6528 -0.7080
H 3.3371 -2.9446 -1.5737
H 0.5551 0.2444 1.0857
H 2.6570 1.6681 -2.9150
H -4.9006 0.1199 0.1909
H 1.3375 0.0050 -1.1635
H 2.3589 2.3347 -1.2746
H 0.0695 0.0168 6.9097
H -0.9763 -1.3772 -5.6679
H 1.3633 -1.6967 8.3100
H -3.2862 -0.3182 -3.0091
H -2.2108 -1.0469 5.3015
H 1.6549 0.1018 4.8719
H -0.4519 -0.4019 -7.6197
H -0.6964 -0.8052 2.6969
H -1.3408 4.0006 -2.1268
H 0.3621 1.6799 0.0610
H -1.9409 3.3969 -4.5487
H -3.5946 -2.4660 -2.5229
H 1.9660 0.1874 2.6834
H -0.5716 -0.7596 -3.4966
H 3.0169 -0.8898 0.6703
H -0.6827 4.1143 5.1431
H 4.7686 1.1692 3.3379
H -0.1434 1.8016 -6.4939
H 0.1991 -2.1546 5.0224
H -3.3337 -1.4822 -1.0405
H -1.6968 -2.7515 1.2427
H -0.0090 1.8596 3.2132
H -1.6695 2.4034 3.6410
H 2.2185 -1.0835 -4.7220
H 3.2335 -3.5503 0.1041
H 0.9038 3.4176 -2.6555
H 2.1246 -1.3298 6.8447
H -1.5615 -0.6001 0.3524
H -5.7761 -1.4038 -0.7452
H -2.4786 -1.0284 2.9243
H 2.7670 -3.4106 -5.4700
H -6.2872 0.5778 2.9849
H -1.2188 -4.2960 1.9741
H 0.9116 1.4367 -7.8658
H 2.3407 -3.9275 -3.8025
H 3.0720 -3.5626 6.4058
H 1.1432 3.3241 -5.9650
H 4.7421 2.3850 -1.7025
H 1.0110 -1.0029 -6.8702
H 4.0491 3.9858 -1.5194
H -1.8237 0.9063 1.2954
H -5.2619 -3.1223 -0.8567
H -1.6041 1.6560 -4.9734
H -1.9500 0.9241 -0.4404
H 3.5820 -0.5193 -2.0693
H 1.7216 -1.5342 -3.0857
H 4.5366 3.4590 -3.0907
H -0.2541 2.5054 5.6465
H -4.1841 -0.3013 1.7636
H 4.6023 -1.3203 -0.0650
H -0.0352 -2.9812 1.7558
H 4.0594 0.9850 1.7216
H 2.5615 2.9786 -6.9884
H -6.0111 -2.3721 -2.2736
H 0.4201 0.5101 -4.0453
H -7.0700 1.3982 0.3886
H 2.7359 2.9552 -5.1948
H 3.5796 2.2261 2.8618
H -0.8818 -1.4787 7.1578
H -1.3494 0.2980 4.6274
H 1.5177 -4.6554 -5.1573
H -0.5171 3.5040 2.8391
H -0.3155 2.6428 -4.2968
H -6.9343 -0.4824 1.7677
H 1.8419 2.8837 4.9134
H 2.6673 -3.8269 7.9810
H -2.8376 2.0964 -2.6300
H 3.2752 -0.7371 3.4613
H 1.9099 -4.9609 6.8904
H -1.2906 1.1906 -2.6051
*
```

Output
E_HOMO	-8.887	eV
SMILES	COCCNCCOC.COCCNCCOC.CCO.CCO.CCO.CCO.CCO.CCO.CCO.CCO
orbital gap	9.36	eV
energy relative to the best compared isomer or geometry (same formula, charge and spin)	14.7	kcal per mole
maximum force	2.64	eV/A

Mulliken atomic charge list, values in e, 8 entries:
1 O -0.621
2 O -0.538
3 O -0.630
4 O -0.523
5 O -0.240
6 O -0.426
7 O -0.587
8 O -0.333